# C35H95AgN8O9Pd

C35H95AgN8O9Pd as an isolated structure in a non-equilibrium geometry (wB97M-V/def2-TZVPD, the OMol25 dataset).

As for the max |F|: 4.9 eV/Å. The charge is +3. For the LUMO energy (spin up / spin down), the calculation gives -10.660 / -11.436 eV. The expectation value of S² is 3.77. Its molar mass is 986.48 g/mol. The multiplicity is 4.

Cartesian coordinates (Å):
Ag 4.1327 0.8570 -1.0660
Pd 2.9798 2.8093 1.0924
O -5.0436 -4.6347 2.0318
O 2.7610 -6.1307 0.3682
O -0.7540 -1.1634 -6.2870
O 1.7996 1.2927 -0.1681
O -6.1226 4.1737 -1.1893
O 1.0452 -1.1446 3.5985
O -0.7700 2.5647 2.6635
O 4.8174 -3.1571 1.8540
O -0.7540 3.8416 -3.9458
N -3.7073 -3.3765 -0.2169
N 1.0872 4.1721 1.1194
N -3.1216 2.8116 -2.7437
N 1.6929 1.6720 2.7668
N 0.6093 -1.9157 -3.8817
N 6.4718 -3.4735 5.1567
N 1.3366 5.7239 -1.3717
N 2.1690 -3.1001 -1.7360
C 2.9469 -4.8270 -0.0945
C 2.1068 2.1777 5.0535
C 2.1175 -4.4993 -1.4086
C -1.0840 3.9387 2.4433
C -0.3443 6.7631 -2.8566
C -0.1273 6.1697 1.8236
C -3.9862 3.8608 -2.1881
C 0.4363 -2.2807 4.1982
C -0.7443 -2.3647 -4.1215
C 6.1919 -2.6803 3.9436
C -3.0439 -4.2043 0.7996
C 1.9885 1.0390 4.0076
C -1.5337 -1.4236 -5.1247
C -1.4587 -2.6140 -2.7758
C 0.2789 4.7188 2.1954
C -5.3490 3.1983 -1.7780
C -1.9099 1.7256 2.6704
C -5.7565 -4.6007 3.2199
C 3.7950 -2.1210 1.9973
C 0.9202 -0.0088 4.4672
C 7.5701 -2.2654 3.3312
C 3.4895 -6.4478 1.5319
C 0.4556 4.4094 -3.3669
C 0.2523 -0.4766 0.4468
C -4.1930 4.7905 -3.3785
C -0.3085 1.3048 -1.2005
C 0.1323 5.4770 -2.2036
C -1.5198 -3.8491 0.8931
C 5.4100 -3.6565 3.0407
C -1.4834 -0.3787 -7.2528
C 2.5520 -5.4111 -2.5889
C 0.8377 0.4577 -0.6503
C -7.4169 3.7370 -0.7859
C -0.4462 2.9570 -5.0416
C -3.7419 -4.0924 2.1415
H 2.9960 2.7767 4.8573
H 1.1027 4.9134 0.4336
H -2.4190 -3.1255 -2.8430
H 4.5609 -6.3761 1.3444
H 1.9407 4.9238 -1.4940
H -0.6330 -2.2529 4.4076
H 8.3089 -3.0512 3.1743
H 0.5381 -0.9311 -3.6682
H -0.9871 -4.6077 1.4665
H 0.6373 6.9464 1.8174
H 1.0791 -4.7721 -1.2207
H -5.6960 -3.6834 3.8056
H 0.9928 -1.8250 -4.8117
H -0.1142 -0.0201 1.3663
H -2.2808 1.6363 1.6493
H -1.2024 3.0472 -5.8215
H -0.8996 6.4681 2.5325
H -3.1380 -5.2144 0.4009
H 5.6690 -1.7591 4.2003
H 1.6196 -2.5724 -1.0728
H -1.9694 0.4678 -6.7677
H 1.5153 0.8866 2.1571
H -7.9431 3.4623 -1.7001
H -0.0243 1.8245 -2.1156
H -2.8093 2.1634 3.1033
H 1.0750 -2.5960 5.0233
H -1.8631 0.6851 2.9915
H 0.5545 -2.9421 3.3399
H -0.6785 2.0546 -0.5013
H 1.0267 4.9510 -4.1209
H 0.7759 2.0852 2.8589
H 6.4936 -2.7732 5.8842
H 1.0011 -1.1654 0.8380
H -3.4342 4.4118 -1.4267
H -0.5090 -3.2890 -4.6490
H 0.5701 3.4110 0.7029
H -1.8029 -1.6562 -2.3857
H 1.1968 -0.1700 -1.4659
H -1.5965 4.3349 3.3199
H 1.8223 -2.8252 -2.6439
H -4.6945 -3.5436 -0.0843
H -1.0084 -3.8097 -0.0687
H -0.7136 5.1106 -1.6219
H -1.7749 4.0208 1.6042
H 1.2044 2.7877 5.0948
H -0.7964 -2.9869 -1.9945
H 3.1166 -6.3048 -2.3235
H 4.6509 -4.1823 3.6198
H 3.5311 -1.6880 1.0324
H -3.1950 -4.6782 2.8802
H 3.2357 -7.4515 1.8729
H 1.0961 3.5988 -3.0192
H 1.7582 6.5815 -1.6987
H 8.0440 -1.6340 4.0828
H -5.1119 2.3581 -1.1255
H 0.5254 3.1002 -5.5145
H 4.1381 -1.2699 2.5854
H -1.7755 -0.4637 -4.6685
H -2.7634 2.1906 -2.0322
H 2.3791 1.8597 6.0599
H -5.3799 -5.3701 3.8939
H -4.8120 5.5928 -2.9771
H -1.2703 6.6925 -3.4273
H 3.1302 -5.8311 2.3557
H -0.5873 -1.0174 0.0100
H 3.9766 -4.5333 -0.2981
H -1.3166 -2.8752 1.3385
H 5.7164 -4.1238 5.3198
H -0.1081 0.3499 4.5137
H -1.1560 0.7125 -1.5457
H 2.9465 0.5278 3.9129
H -2.3116 3.1370 -3.2518
H 0.8535 4.7633 3.1205
H -7.3368 2.8871 -0.1081
H -0.8168 -0.0310 -8.0420
H -2.4825 -1.8779 -5.4104
H 2.8852 -2.4536 2.4972
H -7.8914 4.5450 -0.2291
H 1.7212 -5.7445 -3.2108
H -0.5744 6.1506 0.8297
H -6.7904 -4.8408 2.9718
H -3.8052 -3.0424 2.4272
H -5.8939 2.7060 -2.5835
H 7.4892 -1.6370 2.4443
H 1.0991 -0.3979 5.4695
H -4.6225 4.3321 -4.2693
H -0.4943 1.9321 -4.6738
H -2.1664 -0.9914 -7.8412
H 6.0332 -4.4389 2.6075
H -3.5134 -3.8207 -1.1031
H -0.4407 7.4760 -2.0377
H -3.2439 5.2396 -3.6710
H 3.1645 -4.8335 -3.2813
H 0.4500 7.1662 -3.4848
H 2.5633 -4.1325 0.6528

Atomic forces in eV per Å
Ag -1.09 0.02 0.31
Pd -3.22 -0.62 1.02
O 0.76 0.75 -1.14
O -0.55 0.23 -1.66
O -0.04 0.00 0.15
O 4.60 1.58 0.34
O -0.33 0.74 0.97
O -0.88 1.70 0.54
O -0.18 -0.33 0.51
O -1.54 2.08 -0.78
O 1.99 0.78 -0.19
N 0.13 0.37 0.32
N 0.36 -1.31 -0.14
N -0.05 -1.22 0.51
N 0.52 -1.15 -1.75
N 0.71 1.20 0.08
N -0.02 0.94 -0.47
N -1.25 -0.45 -0.17
N -1.55 -2.18 1.62
C -0.82 0.62 0.64
C 0.87 -0.51 0.27
C 2.19 -1.61 -1.27
C 1.41 0.01 0.01
C 0.67 0.41 0.67
C -0.47 -0.43 0.15
C -0.23 -1.30 -2.63
C 1.00 -0.85 -1.71
C -0.97 -0.79 -0.65
C 1.53 -1.55 -1.03
C 0.97 0.11 -0.80
C 0.66 0.66 3.35
C 0.55 -0.48 0.19
C -0.43 1.30 -0.66
C -1.58 1.12 1.36
C 1.47 0.28 0.17
C -2.10 0.06 -1.58
C -0.57 -0.82 0.91
C 1.19 -0.71 0.66
C 0.87 -0.60 -0.82
C -0.42 0.64 0.75
C -0.12 -0.09 0.63
C -1.20 0.70 0.59
C 0.50 -0.18 -0.45
C -0.13 1.06 0.93
C -0.11 0.01 -1.07
C -0.28 -1.24 -2.00
C -0.52 -0.31 0.24
C -0.23 0.18 -0.30
C 0.45 -0.45 -0.33
C 0.07 0.72 -0.50
C -3.03 -0.46 0.95
C 0.66 0.07 -0.23
C -0.46 -0.19 0.19
C -0.23 -0.63 -0.40
H -0.22 0.42 -0.61
H 0.79 0.48 -1.16
H 0.43 -0.58 -0.18
H 0.04 0.13 0.25
H 0.58 0.26 -0.24
H 0.05 0.61 0.31
H -0.56 -0.40 -0.13
H 0.09 0.61 0.70
H -0.05 -0.05 0.21
H 0.30 -0.41 0.17
H -0.74 0.28 0.68
H -0.02 0.51 -0.42
H 0.62 -0.36 -0.47
H -0.18 0.60 -0.31
H 0.26 -0.11 -0.56
H -0.09 0.23 0.18
H 0.01 0.21 -0.05
H 0.28 -0.52 0.74
H -0.49 0.02 -0.27
H 0.33 0.68 0.85
H -0.17 -0.03 -0.07
H 0.07 -0.10 -0.94
H -0.53 -0.05 0.22
H 0.31 0.29 0.06
H 0.40 0.33 0.90
H -0.44 -0.21 0.27
H 1.09 0.32 0.56
H -0.22 -0.93 0.51
H 0.03 -0.11 0.25
H -0.02 0.03 -0.26
H -0.60 1.06 -0.25
H 0.15 -0.55 0.70
H 0.17 -0.36 -0.20
H -0.69 0.10 0.68
H -0.92 -0.40 -0.07
H -0.18 -0.38 -0.35
H 0.14 0.44 0.09
H 0.30 -0.15 -0.18
H 0.16 0.19 0.08
H 0.08 0.67 -2.08
H -0.44 0.21 0.01
H -0.38 -0.18 -0.35
H 0.13 -0.39 0.35
H 0.11 0.13 -0.36
H 0.06 0.03 -0.02
H -0.06 -0.52 -0.30
H -0.13 0.21 0.47
H -0.33 0.09 0.29
H 0.09 -0.44 -0.45
H 0.30 0.13 0.28
H 0.03 -0.14 -0.63
H 0.12 -0.29 0.39
H 0.51 -0.07 0.06
H 0.07 0.17 0.07
H 0.01 -0.19 0.76
H 0.10 0.39 0.24
H 0.36 0.02 0.23
H -0.04 0.21 0.49
H -0.15 -0.18 0.24
H -0.60 -0.52 0.06
H -0.01 -0.30 0.15
H -0.27 0.21 -0.59
H 0.12 -0.18 0.19
H 0.42 0.51 0.11
H 0.04 -0.25 0.09
H 0.30 -0.34 -0.05
H -0.33 0.12 0.26
H -0.08 0.04 0.43
H -0.11 0.42 -0.41
H -0.10 -0.28 0.36
H -0.05 -0.24 0.16
H -0.30 0.49 0.17
H -0.04 -0.29 0.11
H -0.03 -0.27 -0.02
H 0.49 0.18 0.50
H -0.10 -0.28 0.12
H -0.05 -0.37 -0.06
H -0.03 0.02 -0.37
H -0.29 0.01 0.28
H -0.14 0.09 -0.05
H 0.04 0.16 0.17
H 0.11 0.26 0.23
H 0.30 0.28 -0.78
H -0.18 -0.14 -0.21
H 0.59 0.56 0.32
H -0.19 -0.19 0.33
H 0.09 -0.24 0.05
H -0.53 -0.15 0.55
H 0.52 0.08 0.55
H 0.02 0.12 -0.27
H -0.46 0.29 -0.11
H 0.13 0.00 -0.03
H 0.27 0.03 0.04
H -0.02 -0.03 -0.30
H 0.04 0.29 0.34

Atom charges from the Mulliken analysis, given in e for atoms 1 to 99: number 1, Ag, carries 0.59; number 2, Pd, carries 0.49; number 3, O, carries -0.35; number 4, O, carries -0.41; number 5, O, carries -0.37; number 6, O, carries 0.75; number 7, O, carries -0.33; number 8, O, carries 0.18; number 9, O, carries -0.49; number 10, O, carries -0.29; number 11, O, carries -0.36; number 12, N, carries -0.68; number 13, N, carries -0.31; number 14, N, carries -0.53; number 15, N, carries 0.17; number 16, N, carries -0.35; number 17, N, carries -0.68; number 18, N, carries -0.49; number 19, N, carries 0.11; number 20, C, carries -0.05; number 21, C, carries -1.63; number 22, C, carries 0.89; number 23, C, carries -1.04; number 24, C, carries -1.74; number 25, C, carries -1.34; number 26, C, carries 1.06; number 27, C, carries -0.80; number 28, C, carries 0.01; number 29, C, carries 0.81; number 30, C, carries 0.43; number 31, C, carries 0.51; number 32, C, carries -0.69; number 33, C, carries -1.03; number 34, C, carries 0.06; number 35, C, carries -0.68; number 36, C, carries -1.05; number 37, C, carries -0.77; number 38, C, carries -0.73; number 39, C, carries -0.88; number 40, C, carries -1.44; number 41, C, carries -0.61; number 42, C, carries -0.92; number 43, C, carries -1.41; number 44, C, carries -1.70; number 45, C, carries -1.77; number 46, C, carries 1.22; number 47, C, carries -0.36; number 48, C, carries -0.90; number 49, C, carries -0.77; number 50, C, carries -1.49; number 51, C, carries 0.85; number 52, C, carries -0.76; number 53, C, carries -0.73; number 54, C, carries -0.88; number 55, H, carries 0.41; number 56, H, carries 0.21; number 57, H, carries 0.52; number 58, H, carries 0.30; number 59, H, carries 0.17; number 60, H, carries 0.36; number 61, H, carries 0.33; number 62, H, carries -0.19; number 63, H, carries 0.64; number 64, H, carries 0.39; number 65, H, carries 0.07; number 66, H, carries 0.30; number 67, H, carries 0.39; number 68, H, carries 0.13; number 69, H, carries 0.30; number 70, H, carries 0.31; number 71, H, carries 0.41; number 72, H, carries 0.34; number 73, H, carries 0.16; number 74, H, carries -0.21; number 75, H, carries 0.31; number 76, H, carries -0.10; number 77, H, carries 0.33; number 78, H, carries -0.10; number 79, H, carries 0.45; number 80, H, carries 0.37; number 81, H, carries 0.34; number 82, H, carries 0.07; number 83, H, carries 0.31; number 84, H, carries 0.40; number 85, H, carries 0.47; number 86, H, carries 0.27; number 87, H, carries 0.25; number 88, H, carries -0.08; number 89, H, carries 0.46; number 90, H, carries 0.66; number 91, H, carries 0.34; number 92, H, carries 0.00; number 93, H, carries 0.54; number 94, H, carries 0.54; number 95, H, carries 0.30; number 96, H, carries -0.29; number 97, H, carries -0.33; number 98, H, carries 0.46; number 99, H, carries 0.30